## A
# CH2ClNO

A cluster of 2 separate species, CH2ClNO in total (wB97M-V/def2-TZVPD, the OMol25 dataset).

Each line ends with the Mulliken charge.
Geometry (Å):
C1 -0.20 0.27 0.14  -0.1413
N1 -0.73 1.32 0.46  -0.1535
O1 -0.88 2.60 -1.09  -0.3210
Cl1 -1.69 3.93 -0.73  0.0446
H1 -0.09 -0.44 0.97  0.2772
H2 0.15 -0.06 -0.83  0.2939

Computed properties:
**HOMO level (alpha / beta)**: -0.3487 / -0.3488 Eh
**LUMO (alpha / beta)**: -1.6 / -1.5 eV
**HOMO-LUMO gap (alpha / beta)**: 7.9389 / 7.9441 eV

***

## B
# CH2ClNO

The molecule CH2ClNO (wB97M-V/def2-TZVPD, the OMol25 dataset).

Each line ends with the Mulliken charge.
Geometry (Å):
C1 -0.52 0.02 0.01  0.0272
N1 0.70 -0.22 -0.66  -0.1028
O1 0.18 -1.19 0.24  -0.2660
Cl1 1.99 0.55 0.17  -0.0829
H1 -0.72 0.81 0.82  0.2338
H2 -1.64 0.03 -0.58  0.1907

Computed properties:
**HOMO level**: -0.3860 Eh
**LUMO**: 0.8 eV
**SMILES string**: ClN1CO1
**HOMO-LUMO gap**: 11.3087 eV

***

Question: which arrangement is favored energetically? Ranking from most to least stable: B, A.

***

## A
# C4H8IN2

A structure of composition C4H8IN2 (wB97M-V/def2-TZVPD, the OMol25 dataset).

Each line ends with the Mulliken charge.
Geometry (Å):
C1 0.51 0.68 1.38  -0.3341
C2 0.44 -1.82 0.19  -0.8992
C3 0.43 -0.62 -0.50  0.6195
C4 -1.23 1.02 -0.15  -0.9558
N1 0.00 0.43 0.28  0.0205
N2 0.67 -0.07 -1.85  -0.4697
I1 -0.06 -1.97 2.24  0.1717
H1 0.07 1.22 2.18  0.3793
H2 1.54 0.40 1.78  0.3875
H3 0.49 -2.79 -0.19  0.5199
H4 -1.39 1.00 -1.25  0.3621
H5 -2.15 0.48 0.28  0.3027
H6 -1.33 1.99 0.24  0.3972
H7 1.05 0.82 -2.04  0.2333
H8 0.95 -0.78 -2.59  0.2649

Computed properties:
**HOMO level**: -0.4754 Eh
**LUMO**: -4.8 eV
**Net charge**: +1
**HOMO-LUMO gap**: 8.1397 eV

***

## B
# C4H8IN2

The ion C4H8IN2 with charge +1 (wB97M-V/def2-TZVPD, the OMol25 dataset).

Each line ends with the Mulliken charge.
Geometry (Å):
C1 -0.09 -2.35 0.18  0.1893
C2 0.51 -0.87 0.13  -0.6407
C3 -1.76 -0.25 -0.56  -0.5615
C4 -0.18 1.44 -0.03  -0.8074
N1 -1.21 -2.66 -0.16  -0.3958
N2 -0.66 0.05 0.33  -0.0847
I1 -3.64 0.03 0.03  0.3589
H1 0.68 -3.12 0.64  0.3291
H2 1.33 -0.88 0.85  0.4038
H3 0.90 -0.63 -0.81  0.3583
H4 -1.44 -0.17 -1.64  0.3831
H5 0.53 1.83 0.67  0.3807
H6 0.38 1.48 -1.11  0.3319
H7 -1.11 2.09 -0.26  0.3265
H8 -0.80 -0.07 1.37  0.4285

Computed properties:
**HOMO level (alpha / beta)**: -0.4701 / -0.4976 Eh
**LUMO (alpha / beta)**: -4.8 / -4.9 eV
**Net charge**: +1
**HOMO-LUMO gap (alpha / beta)**: 8.0348 / 8.6758 eV

***

Question: which arrangement is favored energetically? Ranking from most to least stable: A, B.

***

## A
# C2H16NO4

A cluster of 5 separate species, C2H16NO4 in total (wB97M-V/def2-TZVPD, the OMol25 dataset).

Each line ends with the Mulliken charge.
Geometry (Å):
C1 -1.64 -0.57 -0.90  -1.0074
C2 -2.28 0.39 0.06  -0.3368
N1 -1.20 0.93 1.03  -0.1365
H1 -2.40 -1.10 -1.48  0.3641
H2 -0.96 -0.09 -1.59  0.2347
H3 -1.12 -1.37 -0.37  0.3042
H4 -2.67 1.29 -0.40  0.3368
H5 -2.99 -0.08 0.73  0.3537
H6 -1.09 0.28 1.83  0.3996
H7 -1.49 1.83 1.40  0.3787
H8 -0.27 1.03 0.61  0.1537
H9 2.70 -2.02 1.42  0.3197
H10 2.45 -1.00 0.35  0.2966
O1 2.26 -1.18 1.29  -0.6530
H11 0.99 1.14 -1.60  0.3413
H12 1.93 1.83 -0.60  0.2759
O2 1.02 1.53 -0.72  -0.6222
H13 1.84 -0.80 -3.44  0.3053
H14 2.41 0.60 -3.27  0.3088
O3 1.63 0.07 -3.08  -0.6427
H15 0.84 -0.76 2.31  0.3760
H16 0.03 -1.28 3.58  0.3079
O4 0.03 -0.67 2.84  -0.6585

Computed properties:
**HOMO level**: -0.5562 Eh
**LUMO**: -2.8 eV
**Net charge**: +1
**HOMO-LUMO gap**: 12.3526 eV

***

## B
# C2H16NO4

A cluster of 5 separate species, C2H16NO4 in total (wB97M-V/def2-TZVPD, the OMol25 dataset).

Each line ends with the Mulliken charge.
Geometry (Å):
C1 -1.25 -0.25 2.89  -0.8639
N1 -0.22 0.07 1.83  0.0333
C2 0.27 1.48 1.93  -0.9376
H1 -1.64 0.71 3.25  0.3470
H2 -2.09 -0.80 2.49  0.3440
H3 -0.73 -0.47 3.83  0.4082
H4 -0.72 0.00 0.94  0.1497
H5 0.60 -0.55 1.85  0.3877
H6 -0.24 1.97 1.09  0.3131
H7 1.20 1.49 1.32  0.4097
H8 0.46 1.94 2.90  0.4018
H9 1.16 -1.53 -1.73  0.3357
H10 0.11 -2.59 -1.35  0.3187
O1 0.60 -1.83 -1.00  -0.6104
H11 -2.21 0.97 -1.24  0.3149
H12 -1.48 -0.41 -1.38  0.3151
O2 -2.05 0.13 -0.82  -0.6624
H13 -0.07 2.23 -2.16  0.3033
H14 0.43 0.77 -2.41  0.2490
O3 0.04 1.36 -1.76  -0.5287
H15 2.44 -0.76 -3.62  0.3139
H16 3.04 -2.25 -3.59  0.3091
O4 2.34 -1.66 -3.27  -0.6513

Computed properties:
**HOMO level**: -0.5316 Eh
**LUMO**: -2.8 eV
**Net charge**: +1
**HOMO-LUMO gap**: 11.6656 eV

***

Question: which arrangement is favored energetically? Ranking from most to least stable: A, B.

***

## A
# CH4NO2PS

A cluster of 2 separate species, CH4NO2PS in total (wB97M-V/def2-TZVPD, the OMol25 dataset).

Each line ends with the Mulliken charge.
Geometry (Å):
C1 -3.44 -1.12 0.25  0.1253
N1 0.21 -0.04 -1.51  -0.5331
O1 -3.95 -0.35 0.89  -0.1295
O2 0.14 -0.44 1.02  -0.4772
P1 0.50 0.76 -0.04  0.3632
S1 2.65 0.88 0.12  -0.3573
H1 2.75 1.98 0.85  0.1562
H2 -0.32 -0.91 -1.38  0.2735
H3 0.98 -0.22 -2.12  0.2592
H4 0.49 -0.56 1.91  0.3198

Computed properties:
**HOMO level**: -0.3134 Eh
**LUMO**: 0.8 eV
**HOMO-LUMO gap**: 9.2828 eV

***

## B
# CH4NO2PS

A cluster of 2 separate species, CH4NO2PS in total (wB97M-V/def2-TZVPD, the OMol25 dataset).

Each line ends with the Mulliken charge.
Geometry (Å):
C1 -1.35 -1.01 0.21  0.1811
N1 1.42 0.33 -0.83  -0.4151
O1 -1.92 -0.10 -0.32  -0.4380
O2 -0.50 -0.96 1.21  -0.4145
P1 0.90 1.91 -0.93  0.3001
S1 0.30 2.30 0.82  -0.2788
H1 -1.54 -2.04 0.05  0.3951
H2 1.44 0.00 0.05  0.2671
H3 1.36 -0.34 -1.57  0.2659
H4 -0.11 -0.09 1.31  0.1370

Computed properties:
**HOMO level**: -0.3463 Eh
**LUMO**: -0.6 eV
**SMILES string**: NP=S.O=CO
**HOMO-LUMO gap**: 8.7859 eV

***

Question: which arrangement is favored energetically? Ranking from most to least stable: A, B.

***

## A
# C6H10O4

The molecule C6H10O4 (wB97M-V/def2-TZVPD, the OMol25 dataset).

Each line ends with the Mulliken charge.
Geometry (Å):
C1 0.00 -1.28 -0.70  -0.3178
C2 1.82 -0.59 0.23  0.9551
C3 3.34 -0.60 0.12  -1.1153
C4 -0.70 2.26 -0.28  -0.7513
C5 -2.57 -1.04 0.79  -0.7751
C6 -0.70 -0.13 -0.43  0.5418
O1 1.33 -1.15 -0.82  -0.2655
O2 1.30 -0.18 1.24  -0.5415
O3 -0.04 1.08 -0.74  -0.3067
O4 -2.02 0.06 0.02  -0.3588
H1 -0.34 -2.38 -0.43  0.2740
H2 3.73 -0.39 1.15  0.3128
H3 3.71 -1.58 -0.18  0.3042
H4 3.77 0.13 -0.54  0.2698
H5 -0.88 2.16 0.75  0.3559
H6 -1.51 2.64 -0.92  0.2682
H7 0.18 2.95 -0.44  0.2597
H8 -3.41 -0.62 1.27  0.3040
H9 -1.90 -1.49 1.68  0.2840
H10 -2.94 -1.88 0.14  0.3025

Computed properties:
**HOMO level**: -0.3094 Eh
**LUMO**: 0.9 eV
**SMILES string**: COC(=COC(C)=O)OC
**HOMO-LUMO gap**: 9.3145 eV

***

## B
# C6H10O4

A structure of composition C6H10O4 (wB97M-V/def2-TZVPD, the OMol25 dataset).

Each line ends with the Mulliken charge.
Geometry (Å):
C1 -2.35 -1.09 -0.30  -0.8296
C2 3.13 -0.34 0.09  0.0187
C3 2.75 0.84 -0.33  -0.3143
C4 -2.13 0.11 0.55  0.4605
C5 -1.03 -1.29 -0.19  0.4871
C6 -2.35 1.51 -0.10  -1.1276
O1 -0.69 -0.24 0.62  -0.4557
O2 2.24 -1.24 0.61  -0.4978
O3 1.52 1.61 -0.37  -0.4757
O4 -0.09 -2.14 -0.79  -0.5214
H1 -3.10 -1.67 -0.77  0.3713
H2 4.14 -0.67 -0.02  0.3755
H3 3.46 1.48 -0.70  0.3490
H4 -2.43 0.03 1.67  0.2400
H5 -3.37 2.00 0.09  0.3271
H6 -2.18 1.37 -1.26  0.2773
H7 -1.75 2.34 0.31  0.2980
H8 2.66 -1.68 1.39  0.2831
H9 0.83 1.02 -0.10  0.3056
H10 0.74 -1.95 -0.42  0.4290

Computed properties:
**HOMO level**: -0.3160 Eh
**LUMO**: 0.5 eV
**HOMO-LUMO gap**: 9.1102 eV

***

Question: which arrangement is favored energetically? Ranking from most to least stable: A, B.

***

## A
# C13H21Cl3GaN4OSSb

A structure of composition C13H21Cl3GaN4OSSb (wB97M-V/def2-TZVPD, the OMol25 dataset).

Each line ends with the Mulliken charge.
Geometry (Å):
Ga1 -0.51 -0.19 -0.04  -0.3021
Cl1 4.95 4.27 -0.83  -0.1663
C1 3.50 3.34 -0.92  0.4356
C2 3.56 1.97 -0.70  -0.8763
C3 2.38 1.25 -0.78  1.0506
Cl2 2.43 -0.48 -0.52  -0.1841
C4 1.15 1.82 -1.08  -0.6647
O1 0.00 1.13 -1.19  -0.3167
C5 1.14 3.21 -1.30  0.6612
Cl3 -0.36 3.99 -1.64  -0.1508
C6 2.30 3.96 -1.22  -0.7938
H1 4.49 1.49 -0.47  0.4642
H2 2.26 5.02 -1.40  0.4679
C7 -3.03 1.74 -1.06  -0.7324
S1 -2.89 0.06 -0.40  0.1742
C8 -3.25 -0.92 -1.87  -0.9646
H3 -4.07 1.90 -1.32  0.4613
H4 -2.37 1.86 -1.91  0.2415
H5 -2.73 2.43 -0.27  0.2463
H6 -2.54 -0.69 -2.67  0.3175
H7 -4.27 -0.67 -2.18  0.4379
H8 -3.21 -1.97 -1.60  0.3132
C9 -0.74 2.79 2.24  -1.0801
Sb1 -0.11 0.78 2.36  0.7457
C10 1.92 0.85 2.91  -1.1206
C11 -1.16 -0.09 3.98  -1.1302
H9 -0.37 3.32 3.12  0.4642
H10 -1.82 2.84 2.22  0.3705
H11 -0.32 3.24 1.34  0.2761
H12 1.99 1.25 3.92  0.4493
H13 2.45 1.50 2.22  0.3396
H14 2.35 -0.15 2.88  0.3952
H15 -1.02 0.55 4.85  0.3881
H16 -0.75 -1.08 4.18  0.3751
H17 -2.21 -0.16 3.73  0.3976
N1 1.19 -4.97 -1.94  -0.3037
C12 -0.02 -5.29 -1.49  0.6509
N2 -0.46 -6.53 -1.58  -0.3467
N3 -0.86 -4.40 -0.92  -0.6590
C13 -0.59 -3.20 -0.67  1.0679
N4 -0.43 -2.06 -0.46  -0.2178
H18 1.79 -5.65 -2.37  0.2189
H19 1.51 -4.01 -1.92  0.1389
H20 0.08 -7.27 -2.00  0.2138
H21 -1.37 -6.76 -1.21  0.2466

Computed properties:
**HOMO level**: -0.4996 Eh
**LUMO**: -5.2 eV
**Net charge**: +2
**HOMO-LUMO gap**: 8.3762 eV

***

## B
# C13H21Cl3GaN4OSSb

A structure of composition C13H21Cl3GaN4OSSb (wB97M-V/def2-TZVPD, the OMol25 dataset).

Each line ends with the Mulliken charge.
Geometry (Å):
Ga1 0.05 0.02 -0.49  -0.2609
Cl1 -3.99 5.72 0.76  -0.1651
C1 -2.85 4.55 0.24  0.4055
C2 -2.77 3.33 0.90  -0.9517
C3 -1.84 2.42 0.45  1.1089
Cl2 -1.66 0.86 1.22  -0.1758
C4 -0.98 2.65 -0.62  -0.4065
O1 -0.08 1.74 -1.03  -0.2488
C5 -1.09 3.88 -1.26  0.4653
Cl3 -0.06 4.21 -2.59  -0.1874
C6 -2.01 4.82 -0.84  -0.7253
H1 -3.42 3.12 1.74  0.4594
H2 -2.07 5.77 -1.35  0.4645
C7 3.01 -1.29 -1.63  -0.8849
S1 1.64 -0.36 -2.37  0.1591
C8 2.42 1.24 -2.64  -0.8282
H3 3.46 -0.71 -0.83  0.2921
H4 3.73 -1.51 -2.41  0.4294
H5 2.60 -2.22 -1.23  0.2653
H6 3.30 1.09 -3.27  0.4468
H7 2.70 1.69 -1.69  0.2917
H8 1.71 1.88 -3.14  0.2179
C9 -0.92 -3.83 -0.24  -1.1433
Sb1 -1.53 -2.05 -1.22  0.8023
C10 -1.45 -2.56 -3.29  -1.1642
C11 -3.60 -1.86 -0.74  -1.1497
H9 -1.59 -4.64 -0.52  0.3912
H10 -0.95 -3.68 0.84  0.3704
H11 0.10 -4.09 -0.54  0.3734
H12 -2.24 -3.28 -3.50  0.4187
H13 -0.48 -3.00 -3.51  0.3915
H14 -1.60 -1.67 -3.90  0.3923
H15 -4.12 -2.74 -1.12  0.4176
H16 -4.00 -0.97 -1.20  0.3874
H17 -3.71 -1.80 0.34  0.3842
N1 1.80 -1.50 4.84  -0.3178
C12 2.61 -0.61 4.27  0.6829
N2 3.56 -0.03 4.97  -0.3458
N3 2.51 -0.28 2.98  -0.5218
C13 1.78 -0.45 1.99  0.9399
N4 1.17 -0.56 1.00  -0.3280
H18 1.90 -1.75 5.81  0.2206
H19 1.09 -1.97 4.32  0.1833
H20 3.69 -0.21 5.95  0.2034
H21 4.17 0.64 4.53  0.2403

Computed properties:
**HOMO level**: -0.4913 Eh
**LUMO**: -5.3 eV
**Net charge**: +2
**HOMO-LUMO gap**: 8.1052 eV

***

Question: which arrangement is favored energetically? Ranking from most to least stable: A, B.